Molecular formula: C2H7NO2
Method: DFT, wB97M-V/def2-TZVPD

Atoms and positions in Å:
N  -0.535  -1.659  -0.194
C  -1.705  -2.327  -0.343
O  -2.417  -2.189  -1.320
H  -0.331  -0.821  -0.707
H  0.006  -1.754  0.646
H  -1.998  -2.999  0.473
C  1.479  2.068  0.199
O  0.466  1.097  0.427
H  2.277  2.037  0.946
H  2.031  1.897  -0.734
H  1.070  3.078  0.174
H  -0.343  1.572  0.432

The HOMO energy is -9.772 eV. For the energy above the lowest of the compared OMol25 structures with the same formula, charge and spin, the calculation gives 29.04 kcal per mole. As for the charge: 0. As for the electronic energy: -285.62553 a.u. The SMILES is NC=O.CO.



Molecular formula: C27H26N4O3Pd
Method: DFT, wB97M-V/def2-TZVPD

Atoms and positions in Å:
Pd  -0.201  -0.237  -0.133
O  -1.324  1.389  -0.028
C  -2.609  1.302  0.062
C  -3.318  2.457  0.485
C  -4.680  2.458  0.625
C  -5.449  1.319  0.331
C  -4.802  0.197  -0.111
C  -3.399  0.148  -0.258
C  -2.849  -1.057  -0.802
N  -1.600  -1.294  -0.994
C  -1.147  -2.585  -1.522
C  0.375  -2.591  -1.484
N  0.791  -1.953  -0.234
C  1.587  -2.589  0.561
C  2.004  -2.274  1.886
C  3.097  -3.020  2.388
C  3.594  -2.835  3.648
C  2.953  -1.888  4.484
C  1.877  -1.169  4.059
C  1.320  -1.315  2.732
O  0.320  -0.653  2.375
H  -2.728  3.335  0.714
H  -5.173  3.360  0.971
H  -6.524  1.332  0.444
H  -5.373  -0.691  -0.361
H  -3.568  -1.814  -1.123
H  -1.494  -2.714  -2.550
H  -1.552  -3.394  -0.909
H  0.755  -2.003  -2.323
H  0.759  -3.612  -1.564
H  1.999  -3.520  0.159
H  3.552  -3.758  1.733
H  4.426  -3.421  4.014
H  3.320  -1.742  5.495
H  1.386  -0.460  4.715
C  5.115  0.594  3.215
N  4.504  0.766  1.905
N  3.195  1.203  1.806
C  2.644  0.747  0.625
O  1.487  1.049  0.280
C  3.676  -0.002  -0.013
C  4.758  -0.001  0.816
C  6.043  -0.738  0.689
C  2.709  2.277  2.595
C  1.387  2.264  3.020
C  0.920  3.334  3.769
C  1.754  4.392  4.104
C  3.073  4.390  3.673
C  3.552  3.339  2.908
H  4.366  0.791  3.976
H  5.953  1.277  3.349
H  5.446  -0.436  3.335
H  3.589  -0.495  -0.964
H  6.078  -1.251  -0.269
H  6.139  -1.485  1.480
H  6.897  -0.062  0.755
H  0.744  1.429  2.773
H  -0.110  3.330  4.101
H  1.377  5.216  4.694
H  3.730  5.215  3.919
H  4.569  3.348  2.539

The HOMO energy is -6.994 eV. For the energy above the lowest of the compared OMol25 structures with the same formula, charge and spin, the calculation gives 20.81 kcal per mole. As for the charge: 0. As for the electronic energy: -1617.08694 a.u.



Molecular formula: C2H14NO4
Method: DFT, wB97M-V/def2-TZVPD

Atoms and positions in Å:
C  1.790  -0.172  1.776
C  2.126  -1.442  1.957
N  0.647  0.132  0.894
H  2.335  0.690  2.152
H  3.101  -1.753  2.340
H  1.499  -2.292  1.665
H  0.592  -0.141  -0.139
H  -0.150  -0.487  1.159
H  0.387  1.116  0.977
H  1.038  -3.942  -4.194
H  0.550  -4.111  -2.735
O  0.675  -3.472  -3.442
H  -0.919  2.365  -1.131
H  -1.716  1.516  -0.186
O  -0.834  1.556  -0.593
H  -2.274  -1.733  1.224
H  -1.867  -0.966  2.544
O  -1.744  -1.009  1.583
H  -1.189  4.339  -2.110
H  -1.552  4.934  -0.776
O  -1.586  4.090  -1.262

The HOMO energy (spin up / spin down) is -2.757 / -8.466 eV. For the energy above the lowest of the compared OMol25 structures with the same formula, charge and spin, the calculation gives 30.79 kcal per mole. As for the charge: 0. As for the electronic energy: -440.14625 a.u. The expectation value of S² is 0.75. As for the spin multiplicity: 2.



Molecular formula: C6H12BN
Method: DFT, wB97M-V/def2-TZVPD

Atoms and positions in Å:
C  -1.416  -1.634  0.602
C  -0.570  -0.844  1.625
B  0.088  0.291  0.696
C  1.498  1.043  0.777
C  1.686  1.260  -0.750
C  0.359  0.920  -1.489
N  -0.572  0.341  -0.556
C  -1.509  -0.790  -0.694
H  -0.921  -2.601  0.396
H  -2.417  -1.869  0.941
H  0.258  -1.412  2.100
H  -1.170  -0.396  2.438
H  1.325  1.961  1.321
H  2.275  0.481  1.330
H  2.491  0.615  -1.113
H  2.010  2.278  -0.984
H  -0.123  1.828  -1.850
H  0.498  0.212  -2.333
H  -1.293  -1.342  -1.607
H  -2.496  -0.345  -0.851

The HOMO energy is -8.889 eV. For the energy above the lowest of the compared OMol25 structures with the same formula, charge and spin, the calculation gives 9.19 kcal per mole. As for the charge: 0. As for the electronic energy: -315.44317 a.u. The SMILES is C1CB2CCCN2C1.